A cluster of 10 separate species, C40H60O20 in total at a distorted geometry. Source: the OMol25 dataset; level of theory: ωB97M-V/def2-TZVPD.

Last column: Löwdin charge in e.
Geometry (Å):
O  0.5492  -4.9880  1.4578  0.102
C  -0.4063  -4.9739  0.7200  -0.483
C  -1.4395  -6.0271  0.4432  -0.074
C  -2.7151  -5.2645  0.0923  -0.109
C  -2.0789  -3.9823  -0.5315  -0.123
O  -0.7791  -3.8731  0.0776  0.004
H  -1.1548  -6.6127  -0.4327  0.135
H  -1.5041  -6.6812  1.2873  0.113
H  -3.3308  -5.8028  -0.6212  0.109
H  -3.3127  -4.9688  0.9871  0.115
H  -1.9353  -3.9342  -1.6165  0.131
H  -2.5476  -3.0417  -0.2501  0.098
O  -2.4605  -2.4692  1.8595  0.107
C  -2.0135  -3.0760  2.7941  -0.426
C  -0.8866  -2.6081  3.6465  -0.054
C  -0.2519  -3.8824  4.2238  -0.115
C  -1.3420  -4.9422  4.0044  -0.159
O  -2.2636  -4.3934  3.1033  0.015
H  -0.1210  -2.1360  2.9624  0.135
H  -1.2257  -1.9235  4.3999  0.127
H  0.6278  -4.1545  3.5951  0.107
H  0.0389  -3.7665  5.2500  0.108
H  -0.9341  -5.8157  3.6019  0.099
H  -1.8223  -5.2038  4.9024  0.111
O  -0.2774  2.5320  3.0026  0.134
C  -1.0037  3.4390  3.1439  -0.480
C  -1.9218  3.9570  2.0710  -0.053
C  -2.9448  4.7873  2.9413  -0.116
C  -2.0011  5.2442  4.0859  -0.201
O  -1.0053  4.2828  4.2256  0.024
H  -1.2493  4.6186  1.4743  0.138
H  -2.3513  3.2298  1.3827  0.103
H  -3.4062  5.6990  2.4791  0.122
H  -3.7429  4.1376  3.2263  0.093
H  -1.5126  6.2820  3.9066  0.149
H  -2.5504  5.3189  5.0371  0.123
O  2.1093  -0.0338  -6.3094  0.123
C  0.9376  -0.0072  -6.0851  -0.462
C  -0.2405  0.3121  -6.9593  -0.085
C  -1.4098  -0.5647  -6.4739  -0.146
C  -1.1183  -0.5188  -4.9912  -0.160
O  0.3664  -0.5360  -4.9158  -0.011
H  -0.3598  1.4013  -6.9004  0.123
H  -0.0339  0.0639  -7.9887  0.116
H  -2.4093  -0.1735  -6.6188  0.112
H  -1.3609  -1.5842  -6.8769  0.119
H  -1.6492  0.3338  -4.6658  0.082
H  -1.4797  -1.3979  -4.4156  0.128
O  0.3353  3.2017  -5.1097  0.100
C  -0.1118  3.6572  -4.0830  -0.483
C  -1.3230  2.9964  -3.4262  -0.051
C  -1.6847  4.0438  -2.3296  -0.107
C  -0.3469  4.8342  -2.1825  -0.151
O  0.3412  4.7301  -3.4284  0.047
H  -1.9981  2.8460  -4.2614  0.126
H  -1.0427  2.1047  -2.9422  0.083
H  -2.5005  4.6602  -2.5989  0.090
H  -1.9516  3.5797  -1.3698  0.102
H  -0.5174  5.9026  -1.9552  0.129
H  0.2162  4.3945  -1.3481  0.102
O  -2.0597  -0.2125  -2.1562  0.082
C  -1.3588  -0.2064  -1.1770  -0.536
C  0.0355  -0.7605  -1.1544  -0.058
C  0.3671  -0.8132  0.3305  -0.119
C  -0.3874  0.4344  0.7762  -0.084
O  -1.6475  0.4497  -0.0726  0.004
H  0.0605  -1.7438  -1.6568  0.133
H  0.7528  -0.0599  -1.6651  0.130
H  -0.0363  -1.6647  0.9187  0.096
H  1.4287  -0.6596  0.5488  0.100
H  -0.8852  0.5189  1.7299  0.108
H  0.0332  1.4006  0.5532  0.096
O  3.6747  -1.0902  -0.8504  0.071
C  3.9900  -2.0389  -0.1488  -0.515
C  5.4132  -2.5636  0.1133  -0.101
C  5.2776  -3.7622  0.9342  -0.150
C  3.7876  -3.6582  1.4354  -0.087
O  3.1432  -2.7077  0.5397  0.048
H  6.0236  -2.6461  -0.8299  0.145
H  5.8762  -1.6876  0.5630  0.124
H  5.3648  -4.7004  0.3674  0.115
H  5.9478  -3.8864  1.8244  0.131
H  3.1469  -4.5485  1.5488  0.116
H  3.7329  -3.1439  2.4191  0.117
O  1.1815  2.2569  -1.3371  0.085
C  2.2812  2.4119  -1.8109  -0.491
C  3.1202  1.4843  -2.6540  -0.055
C  4.2330  2.4110  -3.0986  -0.130
C  4.3102  3.4273  -1.9548  -0.118
O  2.9490  3.5109  -1.4841  0.018
H  3.4828  0.7464  -1.9345  0.099
H  2.5681  1.0557  -3.5088  0.136
H  5.1805  1.8541  -3.2173  0.129
H  3.9414  2.8943  -4.0026  0.111
H  4.8833  3.2448  -1.0666  0.115
H  4.4229  4.4296  -2.4098  0.134
O  3.2644  -1.0831  4.0981  0.122
C  3.2767  -0.1067  3.4258  -0.497
C  2.4920  1.1363  3.6914  -0.077
C  3.1508  2.2268  2.7938  -0.118
C  3.8559  1.3979  1.6986  -0.128
O  4.0204  0.0549  2.2684  -0.009
H  1.5074  0.8466  3.3006  0.111
H  2.4608  1.2045  4.7947  0.142
H  2.4495  3.0223  2.3499  0.136
H  3.8930  2.7007  3.4207  0.102
H  3.3284  1.3027  0.7260  0.113
H  4.8468  1.8208  1.4963  0.119
O  -4.6520  1.0610  3.7727  0.073
C  -4.8138  0.7305  2.5952  -0.439
C  -5.3450  -0.5392  1.8988  -0.048
C  -4.6453  -0.5102  0.5211  -0.158
C  -4.6600  0.9636  0.2900  -0.145
O  -4.3201  1.4976  1.6068  -0.015
H  -5.2354  -1.4066  2.4668  0.094
H  -6.4011  -0.2886  1.6683  0.135
H  -3.6241  -0.8960  0.6205  0.082
H  -5.0843  -1.0887  -0.2636  0.115
H  -3.8317  1.3714  -0.3520  0.124
H  -5.6602  1.3525  0.0013  0.135

Calculated values
**Total charge**: 0
**Multiplicity**: 1
**ΔE to the lowest compared entry with this formula, charge and spin**: 0.926 eV
**SMILES string**: O=C1CCCO1.O=C1CCCO1.O=C1CCCO1.O=C1CCCO1.O=C1CCCO1.O=C1CCCO1.O=C1CCCO1.O=C1CCCO1.O=C1CCCO1.O=C1CCCO1
**Maximum force**: 3.23 eV/Å
**Gap between HOMO and LUMO**: 0.3792 Ha
**Energy**: -3065.049991 a.u.